Entry 1:
58
Properties=species:S:1:pos:R:3:forces:R:3:mulliken_charge:R:1 method="wB97M-V/def2-TZVPD" e_tot_ev=-48796.263 spin_multiplicity=1 de_lowest_kj_mol=97.2 homo_lumo_gap_ev=8.3 lumo_ha=0.02258 homo_energy_ha=-0.283 smiles="CCOc1cc2[nH]c(=S)n(CCCCC(=O)NCc3ccco3)c(=O)c2cc1OCC"
C -2.440850 2.117539 5.294668 0.2 0.1 -0.3 -1.07
C -2.052694 2.904078 4.045982 -0.4 0.0 0.3 -0.49
O -0.786910 2.527406 3.539255 0.3 -0.2 -0.2 -0.52
C -0.649193 1.387695 2.832359 0.2 -0.1 -0.1 1.05
C -1.673907 0.536536 2.463373 -0.1 0.2 0.0 -0.70
C -1.402957 -0.600429 1.703926 1.0 0.0 0.0 -0.86
C -0.096232 -0.896865 1.327319 -0.5 0.2 0.3 -0.12
C 0.944578 -0.039813 1.703637 0.0 0.2 0.2 -0.03
C 0.691907 1.092133 2.443632 -0.1 -0.1 0.0 0.64
O 1.613955 1.986732 2.879596 -0.3 0.0 0.1 -0.52
C 2.957783 1.869707 2.453834 0.4 0.0 -0.2 -0.56
C 3.165842 2.345447 1.019131 -0.2 -0.1 0.4 -0.46
H 2.812124 3.368152 0.916469 0.0 0.1 0.0 0.31
H 2.621618 1.721714 0.315532 0.0 0.0 -0.1 -0.16
H 4.223190 2.311060 0.772233 0.1 0.0 -0.1 0.39
H 3.316748 0.841198 2.580741 0.0 0.1 0.1 0.37
H 3.510613 2.515424 3.141800 0.0 -0.2 -0.1 0.36
H 1.938244 -0.311965 1.387447 0.1 0.0 0.0 0.67
C 0.179569 -2.066860 0.508202 0.2 0.2 0.2 0.23
O 1.296004 -2.396158 0.150910 0.1 0.0 0.1 -0.71
N -0.931487 -2.818844 0.125004 -0.2 0.2 0.1 0.11
C -2.207148 -2.540348 0.527908 -0.5 0.1 0.3 0.03
S -3.526861 -3.455540 0.131468 -0.6 -0.3 -0.1 -0.37
N -2.397347 -1.463122 1.325377 0.0 -0.1 -0.1 0.04
H -3.360845 -1.246166 1.544607 0.2 -0.2 -0.1 0.34
C -0.673536 -3.992680 -0.700109 0.4 -0.5 -0.3 -1.12
H 0.067082 -4.597716 -0.168125 -0.1 0.1 0.0 0.41
H -1.607682 -4.550364 -0.781424 0.2 0.1 0.1 0.48
C -0.112414 -3.669660 -2.086292 -0.1 0.1 0.0 -0.51
C -1.116100 -3.134992 -3.111165 0.1 0.0 0.1 -0.98
H -0.575403 -2.972978 -4.048385 0.0 -0.1 -0.1 0.36
H -1.862732 -3.908528 -3.304683 0.0 0.0 -0.1 0.42
C -1.876271 -1.861442 -2.722814 -0.1 -0.1 0.0 -0.46
C -1.077083 -0.766017 -2.045196 -0.3 -0.2 -0.4 0.23
O -1.537489 -0.099651 -1.136158 -0.2 0.2 0.1 -0.64
N 0.168223 -0.564579 -2.524427 0.4 0.2 -0.2 0.15
H 0.506979 -1.112963 -3.297611 -0.1 -0.1 0.1 0.40
C 1.084612 0.371268 -1.916079 0.2 0.1 0.3 -0.04
C 1.658099 1.320457 -2.914712 -0.7 0.0 -0.5 -0.39
C 1.117882 1.916475 -4.016091 0.1 -0.4 0.5 -0.35
C 2.147146 2.710800 -4.580143 0.5 0.0 0.2 -0.58
C 3.231692 2.537932 -3.780321 -0.2 0.5 -0.7 -0.48
O 2.947323 1.694354 -2.771851 0.1 -0.3 0.4 -0.31
H 4.224029 2.940579 -3.816552 0.2 0.0 0.1 0.47
H 2.081048 3.322105 -5.456379 0.1 0.2 -0.2 0.45
H 0.114711 1.808491 -4.374027 -0.2 -0.1 0.0 0.53
H 0.505387 0.903712 -1.151290 0.2 -0.1 -0.1 0.18
H 1.903772 -0.167756 -1.423489 -0.1 0.1 0.0 0.27
H -2.324069 -1.428758 -3.622137 0.0 0.0 0.0 0.43
H -2.700707 -2.108864 -2.052520 0.1 0.1 0.0 0.24
H 0.722085 -2.981043 -1.962515 0.0 -0.2 -0.1 0.26
H 0.294396 -4.602496 -2.483402 0.1 0.0 0.0 0.48
H -2.697509 0.741752 2.732066 -0.1 0.1 0.1 0.37
H -1.935908 3.961538 4.298056 -0.1 -0.1 -0.1 0.36
H -2.822502 2.817615 3.269768 0.1 0.1 0.0 0.35
H -1.678688 2.245147 6.058895 0.0 0.0 0.1 0.33
H -3.389609 2.483178 5.677497 -0.1 0.0 0.1 0.38
H -2.532512 1.056370 5.077204 0.0 -0.1 0.0 0.32

---

Entry 2:
19
Properties=species:S:1:pos:R:3:forces:R:3:mulliken_charge:R:1 method="wB97M-V/def2-TZVPD" e_tot_ev=-16158.031 spin_multiplicity=1 de_lowest_kj_mol=0.0 homo_lumo_gap_ev=8.9 lumo_ha=0.03704 homo_energy_ha=-0.290 smiles="CC(C)=NP(C)C"
C -1.366727 -0.092578 -0.060759 5.9 1.4 0.3 0.76
C -2.414112 0.825407 0.442757 -0.1 0.1 0.1 -1.12
C -1.772489 -1.394567 -0.647610 0.1 -0.2 -0.1 -1.19
C 2.098058 -0.488943 1.270473 -0.2 -0.2 -0.3 -1.08
C 2.173182 0.987719 -1.087734 -0.1 -0.4 0.0 -1.05
N -0.047598 0.323387 0.050816 -6.7 -0.6 0.1 -0.26
P 1.329568 -0.527504 -0.424526 1.1 0.0 0.0 0.02
H -3.042433 0.306929 1.167070 -0.1 0.0 0.0 0.31
H -3.054001 1.140440 -0.381536 -0.1 0.0 -0.1 0.30
H -1.969544 1.699872 0.906348 0.1 0.0 0.0 0.30
H -2.489730 -1.236978 -1.453215 -0.1 0.0 0.0 0.33
H -2.256737 -2.008900 0.112120 -0.1 0.0 0.0 0.30
H -0.903000 -1.924618 -1.031606 -0.1 -0.1 0.0 0.37
H 1.753067 -1.354001 1.837540 0.0 0.0 0.0 0.30
H 1.788529 0.422965 1.785097 0.1 0.0 -0.1 0.34
H 3.181078 -0.530342 1.184675 0.1 0.0 0.0 0.37
H 1.761944 1.221033 -2.068932 0.0 0.0 0.0 0.32
H 3.241407 0.806030 -1.186807 0.1 0.0 -0.1 0.37
H 1.989532 1.824642 -0.414179 0.0 0.0 0.0 0.31

---

Entry 3:
72
Properties=species:S:1:pos:R:3:forces:R:3:mulliken_charge:R:1 method="wB97M-V/def2-TZVPD" e_tot_ev=-70634.881 spin_multiplicity=1 de_lowest_kj_mol=215.1 homo_lumo_gap_ev="5.5 / 4.5" lumo_ha="0.00530 / 0.00527" homo_energy_ha="-0.198 / -0.160"
Hg -0.176655 -1.860443 2.120848 0.7 2.0 1.4 1.02
C 0.801357 -3.662442 1.746760 0.5 -1.7 0.6 -0.87
C 1.285227 -3.111155 0.534118 0.9 0.1 -0.7 -0.32
C 0.691222 -3.267373 -0.819717 -0.2 -0.2 -0.6 -0.40
C -0.836840 -3.542607 -0.835646 1.0 -0.3 -0.5 -1.27
C -1.575345 -2.676606 0.141389 -1.5 -0.8 0.7 0.32
C -2.085803 -3.105820 1.360138 -0.6 -0.2 -2.0 -0.55
C -1.688007 -4.375343 2.073101 0.2 -0.1 0.2 -0.75
C -0.212210 -4.803085 1.842765 0.0 -0.2 0.6 -1.10
C -0.462310 -0.144934 3.263543 -0.6 0.4 0.2 -1.30
H 1.551955 -3.680040 2.549673 -0.1 -0.2 -0.4 0.72
H 2.341944 -2.828062 0.490820 -0.5 0.0 0.2 0.63
H 1.218686 -4.084029 -1.355131 -0.2 0.2 0.0 0.38
H 0.891704 -2.360003 -1.427418 0.0 -0.3 0.2 0.00
H -1.188478 -3.305129 -1.856809 -0.1 0.0 0.4 0.49
H -1.014128 -4.626303 -0.727954 -0.1 0.6 0.3 0.34
H -1.821397 -1.691641 -0.266995 -0.5 -0.4 0.4 0.11
H -2.972003 -2.616189 1.784062 0.7 0.4 -0.1 0.39
H -2.323848 -5.233548 1.842130 -0.3 0.1 -0.2 0.39
H -1.881455 -4.169093 3.148473 0.3 -0.2 -0.5 0.30
H 0.087612 -5.389293 2.722857 -0.1 -0.1 -0.2 0.32
H -0.140547 -5.482310 0.988095 0.0 0.1 0.0 0.33
H 0.284709 -0.085451 4.065226 -0.3 0.0 -0.3 0.39
H -1.478508 -0.174794 3.680157 0.3 0.1 0.1 0.38
H -0.395293 0.723447 2.622637 0.1 0.5 0.0 0.16
P -1.567784 1.840443 -0.374582 -1.4 -0.7 0.4 -0.35
P 2.047829 1.905262 -0.747739 -1.5 3.6 3.5 -0.08
N -3.018330 0.809303 -0.085809 0.1 -0.9 0.4 0.49
N -2.345289 2.704118 -1.657068 -0.1 0.8 -1.0 0.56
N 2.441065 0.938766 0.564856 1.1 -1.9 0.2 0.73
N 3.514504 2.330409 -1.377439 2.3 0.0 -0.8 0.42
C -0.451554 0.594226 -1.237594 -0.1 -0.2 -0.3 0.22
C 0.912949 1.087945 -1.834847 -0.8 -0.3 -0.7 -0.79
C -3.571876 0.578833 1.181488 -0.1 -0.2 -0.5 -0.40
C -4.654948 -0.277232 1.063371 0.7 0.5 -0.3 -0.84
C -4.792304 -0.596171 -0.327000 1.0 0.5 0.1 -0.62
C -3.769785 0.060466 -0.997764 -0.4 0.0 0.7 -0.37
C -3.217754 3.784602 -1.409302 0.4 -0.4 -1.1 -0.51
C -3.745054 4.216091 -2.617272 0.7 -0.9 0.5 -0.57
C -3.196650 3.376423 -3.650200 0.5 -0.6 1.2 -0.73
C -2.359150 2.455110 -3.029649 -0.6 1.0 0.1 -0.29
C 2.513117 1.321211 1.908966 -0.2 -0.5 0.0 -0.40
C 2.974873 0.262542 2.650179 0.0 0.3 -0.6 -0.77
C 3.263910 -0.800966 1.751563 -0.2 0.5 -1.3 -0.90
C 2.975029 -0.356681 0.465132 -0.1 0.1 1.7 -0.08
C 4.520397 1.443843 -1.827725 0.5 0.8 -0.2 -0.06
C 5.729501 2.106173 -1.844293 -0.7 0.1 0.4 -0.69
C 5.507841 3.433714 -1.315612 -1.5 -0.6 0.0 -0.51
C 4.157364 3.549680 -1.029375 1.1 -0.7 -0.6 -0.49
H -1.019301 0.090172 -2.045532 0.3 0.3 0.2 0.75
H -0.264825 -0.205549 -0.489979 0.0 0.6 -0.1 -0.86
H 1.413559 0.210558 -2.279500 0.0 0.3 0.1 0.48
H 0.724650 1.795801 -2.665424 0.2 -0.3 0.3 0.33
H -3.148698 1.083732 2.040729 -0.1 -0.2 -0.1 0.50
H -5.277597 -0.633114 1.876552 0.1 0.2 -0.2 0.47
H -5.550392 -1.234736 -0.761343 0.2 0.1 0.0 0.43
H -3.547050 0.088979 -2.050359 0.0 0.1 -0.1 0.41
H -3.360252 4.134542 -0.400600 0.0 0.0 0.0 0.41
H -4.442828 5.026746 -2.752856 0.0 0.0 0.1 0.43
H -3.399737 3.431528 -4.704747 0.0 0.0 -0.1 0.45
H -1.757284 1.660961 -3.431979 0.0 0.0 -0.2 0.43
H 2.196260 2.295679 2.217113 -0.2 0.2 0.0 0.33
H 3.113350 0.239540 3.722216 -0.1 0.1 -0.1 0.49
H 3.594126 -1.791725 2.016739 0.2 0.0 0.0 0.50
H 3.110857 -0.830848 -0.490804 -0.2 -0.1 0.0 0.35
H 4.279323 0.431047 -2.118996 0.0 0.2 0.0 0.32
H 6.697026 1.714159 -2.155851 -0.5 0.0 0.1 0.41
H 6.246168 4.204061 -1.143855 -0.1 -0.1 -0.1 0.44
H 3.595772 4.373723 -0.631149 -0.1 0.0 0.0 0.40
S 1.150659 5.320841 1.699556 0.0 1.3 1.0 -0.49
C 1.396773 4.136668 0.737527 -0.4 0.4 0.8 0.63
N 1.479950 3.241371 -0.096862 0.2 -3.3 -3.6 -0.65

---

Entry 4:
7
Properties=species:S:1:pos:R:3:forces:R:3:mulliken_charge:R:1 method="wB97M-V/def2-TZVPD" e_tot_ev=-8277.457 spin_multiplicity=1 de_lowest_kj_mol=174.2 homo_lumo_gap_ev=4.4 total_charge=+3 lumo_ha=-0.84232 homo_energy_ha=-1.003
In -0.627275 -3.257867 0.749501 -0.3 -0.5 0.0 1.73
C -0.090630 0.828035 -0.133806 -0.9 -5.0 -2.8 -0.15
O 0.348854 -0.481611 0.203422 -0.9 3.6 0.9 -0.14
H 0.162960 1.228830 -1.115211 1.2 0.1 -0.5 0.36
H -1.170243 0.729051 -0.020922 -1.3 0.8 1.2 0.32
H 0.202743 1.601579 0.575889 0.5 1.7 2.3 0.40
H 1.173591 -0.648017 -0.258874 1.7 -0.5 -1.1 0.47